(1)
ORCA calculation (wB97M-V/def2-TZVPD) on C39H60GeN4NiP3 as an isolated structure.

XYZ file:
```
108
Properties=species:S:1:pos:R:3:forces:R:3:mulliken_spin:R:1
H -0.3115 3.0892 5.8000 0.0 0.0 0.0 0.00
H -6.1545 2.4297 -1.0573 0.0 0.0 0.0 0.00
C 1.0315 3.6265 -0.4438 0.0 0.1 -0.1 -0.01
C 3.7014 -2.3671 2.6780 0.0 0.0 0.0 0.00
C -1.2921 2.1428 -1.4626 0.1 0.0 -0.1 -0.03
H 1.1077 1.7549 4.3344 0.0 0.0 0.0 0.00
H 1.2840 -0.3980 -3.8789 0.0 0.0 0.0 0.00
H -1.1102 -3.2481 -4.3540 0.0 0.0 0.0 0.00
C -2.6494 -1.1832 2.3455 -0.1 -0.2 0.1 0.00
H 3.0170 -4.4246 -2.3443 0.0 0.0 0.0 0.00
H 2.7529 2.9011 -4.4238 0.0 0.0 0.0 0.00
H 0.9899 -2.5548 2.8042 0.0 0.0 0.0 0.00
H 0.7644 2.4636 1.3844 0.0 0.0 0.0 0.00
C -2.4950 -3.4815 1.6925 0.0 0.0 0.0 -0.01
C 2.4658 2.8532 -3.3734 0.0 0.0 0.0 0.00
H -2.0071 -1.8615 -4.9491 0.0 0.0 0.0 0.00
H 5.1345 -1.6275 0.1239 0.0 0.0 0.0 0.00
H -2.0482 -2.8733 -1.3250 0.0 0.0 0.0 0.00
C -4.8364 0.6785 1.5142 0.0 0.0 -0.1 0.00
H 3.0699 2.0742 -2.9006 0.0 0.0 0.0 0.00
H 0.7583 1.6304 -3.7596 0.0 -0.1 0.0 -0.02
H -3.5513 -0.7549 4.2358 0.0 0.0 0.0 0.00
H -0.4733 5.0607 -1.1296 0.0 0.0 0.0 0.00
H -1.1810 -0.4744 -3.0480 0.0 0.0 0.0 -0.01
H -0.9497 3.4977 -3.8036 0.0 0.0 0.0 0.00
H 1.5391 -4.0259 2.0080 0.0 0.0 0.0 0.00
H 0.8719 5.7540 -0.2402 0.0 0.0 0.0 0.00
H -1.6284 1.7285 -2.4241 0.0 0.0 0.0 0.01
C 0.6054 4.9960 -0.9781 0.0 0.0 0.0 0.00
C -4.0770 2.0002 -0.8256 0.0 0.0 0.0 -0.01
C 1.0779 -3.5016 -2.3952 -0.1 0.0 -0.1 0.01
H 3.1603 -2.8040 0.6549 0.0 0.0 0.0 0.00
H 3.0601 -2.7254 -1.8736 0.0 0.0 0.0 0.00
C 0.9675 2.5748 -3.2567 -0.1 0.0 0.1 0.01
C 0.5190 3.4425 0.9813 0.0 0.0 0.0 -0.01
C -2.7284 1.8359 3.8022 0.0 0.0 0.0 0.00
C -1.9262 1.0566 2.9987 0.0 0.1 0.0 0.00
H 2.1246 3.5896 -0.4385 0.0 0.0 0.0 0.00
C -2.2167 -2.1437 1.4278 -0.1 0.0 0.1 0.00
H 2.0093 1.2724 2.4017 0.0 0.0 0.0 0.01
C -3.1449 -3.8255 2.8724 0.0 0.0 0.0 0.00
C 0.2894 -4.8027 -2.2217 0.0 0.0 0.0 0.00
C 1.6055 0.2559 2.3282 0.1 -0.1 0.1 0.01
H 4.5502 0.1122 1.7811 0.0 0.0 0.0 0.00
C 0.1201 3.6410 -3.9563 0.0 0.0 0.0 0.00
C 2.7166 -2.2895 1.5089 0.1 0.0 0.0 0.00
P 2.4261 -0.5719 0.9205 0.0 0.0 0.1 -0.06
C 4.0200 1.6544 0.3784 0.0 0.0 0.0 0.00
H 5.0269 2.0521 0.2484 0.0 0.0 0.0 0.00
P 0.5305 2.2012 -1.5031 0.1 0.0 0.1 0.11
H -3.3592 -4.8678 3.0655 0.0 0.0 0.0 0.00
C 4.9281 -0.6131 -0.2147 0.0 0.0 0.0 0.00
H 0.9666 4.1968 1.6289 0.0 0.0 0.0 0.00
H 4.4252 -0.6754 -1.1853 0.0 0.0 0.0 0.00
C -0.6293 -1.3669 -3.3710 -0.1 -0.1 0.0 0.01
C -5.7970 1.2892 0.7174 0.0 0.0 0.0 0.00
H 1.8772 -0.2490 3.2616 0.0 0.0 0.0 0.00
H -3.8153 2.4967 -1.7489 0.0 0.0 0.0 0.00
H -3.9991 -3.1502 4.7199 0.0 0.0 0.0 0.00
H -2.7518 3.1937 5.4627 0.0 0.0 0.0 0.00
H -0.8016 -3.5307 -0.2861 0.0 0.0 0.0 0.00
H -1.6944 3.1603 -1.4067 0.0 0.0 0.0 0.00
H -6.8399 1.2409 0.9957 0.0 0.0 0.0 0.00
H 0.3764 4.6496 -3.6448 0.0 0.0 0.0 0.00
H 2.4199 -3.9557 -0.7621 0.0 0.0 0.0 0.00
H 0.7873 -5.5934 -2.7836 0.0 0.0 0.0 0.00
H 3.5126 2.2761 1.1171 0.0 0.0 0.0 0.00
C -0.5378 1.0290 3.1375 0.0 -0.3 -0.2 0.00
N -1.5372 -1.6541 0.3041 0.2 0.1 -0.1 0.01
C 4.0963 0.1881 0.7883 0.0 -0.1 0.1 0.00
H 3.7615 -3.3991 3.0251 0.0 0.0 0.0 0.00
C -3.1074 1.3973 -0.0299 0.0 -0.2 0.0 0.00
H -0.5651 3.5630 1.0339 0.0 0.0 0.0 0.00
H 2.7303 3.8086 -2.9184 0.0 0.0 0.0 0.00
C -0.7697 2.5251 4.9990 0.1 0.0 0.0 0.00
C -3.5134 -2.8644 3.7982 0.0 0.0 0.0 0.00
H -2.4541 -2.5835 -3.4126 0.0 0.0 0.0 0.00
P 0.1623 -1.9880 -1.8207 -0.1 0.1 0.0 -0.02
Ni 1.0892 -0.0518 -0.8788 0.4 -0.1 -0.4 1.03
H 1.1804 -3.3139 -3.4668 0.0 0.0 0.0 0.00
H 0.0616 -0.3636 -5.1599 0.0 0.0 0.0 0.00
C -1.6068 -2.3265 -4.0473 0.0 0.0 0.0 0.01
C -3.2683 -1.5233 3.5283 0.0 -0.1 0.0 0.00
H 3.5021 1.7618 -0.5787 0.0 0.0 0.0 -0.01
N -2.4209 0.1946 1.9303 0.2 0.1 0.0 0.00
H -2.2292 -4.2622 0.9948 0.0 0.0 0.0 0.00
H 0.3031 3.5780 -5.0300 0.0 0.0 0.0 0.00
H 3.3778 -1.7638 3.5281 0.0 0.0 0.0 0.00
N -1.7359 1.3662 -0.3351 0.1 0.1 0.3 -0.02
C -1.1751 -2.6001 -0.7225 0.0 0.0 -0.1 -0.02
H 4.7084 -2.0588 2.4019 0.0 0.0 0.0 0.00
H 5.8857 -0.1189 -0.3778 0.0 0.0 0.0 0.00
C 2.4763 -3.6457 -1.8061 0.0 0.0 0.0 0.00
C 1.3907 -2.9542 1.8703 -0.1 0.0 0.0 0.00
C 0.4767 -0.9649 -4.3500 0.0 0.1 -0.1 -0.01
H 1.1058 5.2606 -1.9056 0.0 0.0 0.0 0.00
N 0.1635 0.2397 2.1896 0.0 0.4 0.2 -0.03
C -5.4094 1.9521 -0.4355 0.0 0.0 0.0 0.00
H -5.1212 0.1361 2.4059 0.0 0.0 0.0 0.00
Ge -0.8283 0.0414 0.6199 -0.7 -0.2 0.2 0.01
C -2.1387 2.5813 4.8176 -0.1 0.0 0.0 0.00
H -3.7972 1.8716 3.6418 0.0 0.0 0.0 0.00
C -3.5107 0.7547 1.1449 0.0 0.2 -0.2 0.00
C 0.0414 1.7633 4.1616 0.0 0.1 0.1 0.00
H -0.7360 -4.7374 -2.5847 0.0 0.0 0.0 0.00
H 0.6268 -2.8107 1.1045 0.0 0.0 0.0 0.00
H 0.9307 -1.8416 -4.8120 0.0 0.0 0.0 0.00
H 0.2700 -5.1177 -1.1777 0.0 0.0 0.0 0.00
```
Positions in Å, forces in eV/Å.

Its spin multiplicity is 2. For the LUMO energy (alpha / beta), the calculation gives -6.69 / -6.52 eV. The frontier orbital gap (alpha / beta) comes out at 6.231 / 6.374 eV. Its total charge is +2.

(2)
ORCA calculation (wB97M-V/def2-TZVPD) on C8H10O8P2PdS2Se4 as an isolated structure.

XYZ file:
```
35
Properties=species:S:1:pos:R:3:forces:R:3:nbo_charge:R:1
O 0.5368 3.4833 -0.1364 -0.1 0.0 -0.2 -1.12
S 0.5245 -1.6419 1.3098 0.3 -0.1 0.0 -0.09
C -0.7943 -1.6897 -2.2611 -0.1 0.0 0.1 -0.28
H 0.1551 -1.6136 -2.7767 0.0 0.0 0.0 0.21
H -3.8548 -3.0928 -2.6970 0.0 0.0 0.0 0.19
O -1.9330 3.8147 -0.2218 0.0 0.0 -0.1 -1.00
O 1.2589 0.2714 2.8956 0.1 0.0 0.0 -0.53
P 1.9991 2.8277 -0.4982 0.0 -0.1 0.2 2.53
H -2.4090 -0.6651 0.5297 0.0 0.0 0.0 0.22
C -3.0571 -2.5223 -2.2343 0.0 0.0 0.0 -0.26
O 2.0236 2.2324 -1.8510 0.0 0.1 0.0 -1.16
O -0.9524 1.7013 -1.2008 0.3 0.0 0.3 -1.13
O -0.9339 2.0515 1.3524 -0.1 0.3 0.0 -1.18
C -2.2437 -1.1649 -0.4167 0.0 -0.1 -0.1 -0.20
H 1.8490 1.8977 3.9156 0.0 0.0 0.0 0.19
Se 3.0400 -0.9124 -3.6493 0.0 0.0 -0.4 -0.20
O 3.0216 3.7432 0.0508 0.0 0.0 0.0 -1.16
Pd 0.3591 0.0856 -0.2364 -0.6 -0.2 -0.3 0.69
C -1.8224 -2.4180 -2.8541 0.0 0.0 0.0 -0.21
C 0.7526 -0.9630 2.8711 -0.2 0.0 0.0 0.05
C -1.0013 -1.0658 -1.0372 0.0 0.0 0.0 -0.06
C -3.2656 -1.8883 -1.0152 0.0 0.0 0.1 -0.23
S 0.3437 -1.8024 4.2499 0.1 0.0 0.0 -0.28
C 1.3074 0.9785 4.1316 0.0 0.0 0.0 -0.26
H -4.2307 -1.9575 -0.5248 0.0 0.0 0.0 0.19
H -1.9325 4.3546 0.5748 0.0 0.0 0.0 0.49
Se 2.4504 -3.2780 -1.1058 0.0 0.1 0.0 0.11
H 1.8211 0.3941 4.8928 0.0 0.0 0.0 0.19
Se 2.7415 -4.2435 -3.0766 0.0 0.0 0.0 -0.42
P -0.8443 2.6332 -0.0202 0.2 -0.1 0.1 2.51
H 1.8445 1.6552 1.4243 -0.2 0.0 0.0 0.52
H 0.2962 1.2078 4.4655 0.0 0.0 0.0 0.20
Se 2.6982 -0.9702 -1.5266 -0.1 0.0 0.4 0.34
H -1.6451 -2.9062 -3.8058 0.0 0.0 0.0 0.20
O 1.8968 1.4636 0.4820 0.3 0.2 -0.1 -1.05
```
Positions in Å, forces in eV/Å.

For the LUMO energy (alpha / beta), the calculation gives 2.56 / 2.56 eV. The frontier orbital gap (alpha / beta) comes out at 4.927 / 4.925 eV. Its total charge is -2.

(3)
ORCA calculation (wB97M-V/def2-TZVPD) on a 6-piece molecular cluster, C43H42NO21 overall in a non-equilibrium geometry.

XYZ file:
```
107
Properties=species:S:1:pos:R:3:forces:R:3:mulliken_spin:R:1
H 1.0366 -2.5352 5.1657 0.0 0.0 0.0 0.00
C 1.7494 -7.8613 -1.2892 0.3 0.3 0.3 0.00
C 1.7392 -1.4170 -2.3672 0.4 0.0 -0.1 0.00
H -3.0228 2.7327 -4.0464 0.0 -0.1 -0.1 0.00
H 2.3777 -2.1038 -2.8703 0.2 0.2 0.0 0.00
O 2.0437 -0.1927 5.8045 0.0 0.3 0.0 0.00
H -3.4605 -0.8682 -5.3069 0.0 0.3 -0.2 0.00
O 3.7690 1.6905 -2.1209 -0.1 0.0 -0.4 0.00
H -1.9099 1.7510 -0.4243 0.0 0.2 -0.1 0.01
C -2.4467 -0.4881 -5.1666 0.2 -0.2 0.4 0.00
O 2.1940 -4.2666 -0.7433 -0.3 -0.1 -0.3 0.00
H 4.2543 6.3437 4.1236 0.0 0.0 0.0 0.00
C 3.9290 1.9117 -4.5072 0.1 0.1 -0.5 0.00
O 6.5551 3.5304 -6.4817 0.1 0.0 0.3 0.00
C -0.0839 0.6711 3.0951 -0.1 -0.1 -0.2 0.00
H -5.4127 1.6168 -1.4898 0.0 0.0 -0.2 0.00
C -5.5606 -3.4227 4.0530 -0.1 0.1 0.0 0.00
H -0.4977 1.5521 -4.2105 0.0 -0.1 -0.1 0.00
H -3.7972 1.6826 -5.2964 -0.1 0.3 0.3 0.00
O -6.2111 -1.5828 0.8900 -0.2 0.0 0.3 0.00
C -0.7398 1.1348 -2.1104 0.7 0.9 -0.6 -0.01
C -4.3946 -4.0052 3.7459 -0.2 -0.1 0.4 0.00
C 0.5940 -7.8081 -2.2462 -0.3 0.0 -0.3 0.00
H -2.0242 -0.0825 -6.0885 -0.2 0.0 0.0 0.00
H -2.8469 -0.3947 -0.1928 -0.1 -0.1 0.0 0.01
C -4.5042 2.0555 -1.9121 -0.2 -0.5 0.0 0.00
C -0.1596 -1.8244 3.5608 0.1 -0.5 0.2 0.00
C -3.7333 -3.7952 2.4141 -0.3 0.3 -0.5 0.00
H -1.8376 -1.3502 -4.8922 -0.1 0.1 0.1 0.01
O 2.1859 -8.9523 -0.9734 -0.2 -0.2 -0.2 0.00
O 0.1554 -8.9859 -2.6854 0.2 0.0 0.2 0.00
O 2.8729 1.3159 -4.6032 -0.1 0.0 0.2 0.00
C -0.2020 -0.0177 -1.2349 0.5 0.6 0.4 0.02
O -3.0100 -1.1076 -2.6642 -0.4 -0.1 -0.1 0.54
C 2.7713 5.0952 7.5970 0.2 0.0 0.1 0.00
C -6.2201 -2.5594 3.0838 0.0 -0.2 0.5 0.00
C 4.6718 2.4133 -5.6539 -0.2 -0.1 0.1 0.00
O -2.6589 -4.3336 2.2122 -0.1 -0.3 0.1 0.00
C 0.7075 -1.6932 4.5734 0.2 0.2 0.2 0.00
H 3.1293 -6.6564 -0.1116 0.0 0.0 0.0 0.00
H 1.0470 2.1396 -2.9218 0.1 -0.1 0.2 0.00
H 2.4032 4.7820 8.5638 0.0 0.0 0.0 0.00
C -5.5697 -2.3729 1.7438 0.3 0.1 -0.4 0.00
C -2.4062 0.5936 -4.0588 0.4 -0.3 -1.8 0.02
H -0.7859 -6.5969 -3.3140 0.0 0.0 0.0 0.00
C 2.6183 5.3145 5.1281 0.4 0.3 -0.2 0.00
C 4.4946 2.1491 -3.1346 0.2 0.1 0.5 0.00
H -2.1262 2.8175 -1.7884 0.2 -0.1 -0.3 0.00
C 6.4122 3.2664 -4.1023 -0.1 -0.1 0.5 0.00
H 1.8816 1.7829 5.2258 0.0 0.0 0.0 0.00
O 7.4825 3.8384 -4.0133 0.1 0.1 -0.3 0.00
H 4.2484 2.2511 -6.6350 0.0 0.0 0.0 0.00
H 0.1469 0.4421 -0.3009 -0.3 -0.1 0.1 0.00
H 0.7194 -9.6569 -2.2561 0.0 0.0 0.0 0.00
O -1.3814 -0.8292 1.8300 -0.1 -0.3 0.0 0.00
C 4.5706 6.2398 6.2211 0.1 0.1 -0.4 0.00
H -2.9338 -5.0804 4.1296 0.1 0.0 0.0 0.00
O 1.9563 5.0713 4.1381 -0.2 -0.1 0.1 0.00
H -6.0437 -3.5632 5.0095 0.0 0.0 0.0 0.00
H -7.0122 -1.2697 1.3513 0.0 0.0 0.0 0.00
H 1.6217 -3.5864 -1.1538 0.0 0.1 0.1 0.00
H 6.0113 6.9013 7.1805 0.0 0.0 0.0 0.00
H -4.5406 -0.5037 -0.7511 0.1 0.0 -0.1 0.00
C 5.6607 2.7850 -2.9549 0.2 0.1 -0.1 0.00
C 0.9804 -0.6668 -1.8217 -1.0 -0.6 0.0 -0.01
C 0.5744 -5.3918 -2.1122 -0.3 -0.3 -0.2 0.00
H -0.1197 3.2268 -2.1848 0.1 0.0 -0.1 0.00
H -3.9235 -2.8203 0.4760 0.0 0.0 0.0 0.00
H -4.7232 2.3601 -2.9341 0.1 0.1 0.1 -0.01
C 1.7439 -5.4436 -1.1712 0.4 0.0 0.3 0.00
C -3.3565 1.0193 -1.7976 -0.9 0.3 1.3 0.02
H 0.8994 2.2525 -1.1306 0.1 0.0 -0.1 0.00
O 5.7376 6.8780 6.2438 -0.1 -0.1 0.3 0.00
H 0.6444 4.2129 5.5102 0.0 -0.1 0.0 0.00
O 0.1231 -4.3025 -2.4039 0.1 0.2 0.1 0.00
H 7.3444 3.9375 -6.0763 0.0 0.0 0.0 0.00
C 0.3597 2.2495 -2.0815 -0.5 -0.1 0.1 0.01
O 0.9132 4.2530 6.4491 0.2 0.1 -0.3 0.00
C -2.8852 1.8948 -4.7300 -0.2 -0.3 0.1 0.00
N -3.2789 0.1129 -2.9672 1.5 0.3 0.4 0.40
H -4.0234 0.8489 0.2344 0.1 0.0 0.0 0.00
C 0.0468 -6.6474 -2.6268 0.0 0.2 0.0 0.00
H -0.9632 -0.7440 -0.9502 0.1 -0.2 -0.3 0.00
C 0.7805 0.7999 4.1088 -0.1 0.4 -0.3 0.00
O -7.2682 -1.9829 3.3024 0.0 0.1 -0.2 0.00
C 2.0917 4.8737 6.4648 -0.2 -0.1 0.4 0.00
H -2.1354 2.1921 -5.4651 0.0 -0.1 0.1 0.00
C 4.0556 5.7793 7.5538 -0.4 -0.2 0.2 0.00
C -0.9213 0.7463 -3.6096 -0.9 0.2 0.5 0.03
C -0.6034 -0.6422 2.7462 0.1 0.4 0.0 0.00
O -0.6767 -3.0007 3.2147 0.2 0.7 0.0 0.00
H -0.3959 -0.1659 -3.8895 0.2 0.0 0.4 -0.01
C -4.4037 -2.9559 1.4362 0.3 -0.1 0.0 0.00
O 4.7311 6.0001 8.5405 0.2 0.1 -0.1 0.00
C 2.2892 -6.6059 -0.7898 0.0 -0.2 0.0 0.00
H 2.9821 1.2674 -2.5212 0.0 -0.2 0.2 0.00
C -2.0223 1.7662 -1.5166 0.1 -0.8 0.1 0.01
H 6.0783 2.9601 -1.9736 0.0 0.0 0.0 0.00
C 5.8353 3.0499 -5.4714 -0.2 -0.1 -0.4 0.00
H -0.4221 1.5163 2.5114 0.0 0.0 0.0 0.00
O -3.7452 -4.7988 4.5937 0.1 0.1 -0.3 0.00
H -4.2759 2.9234 -1.2898 0.0 0.0 -0.2 0.00
O 1.2869 1.9746 4.4742 0.1 -0.3 0.2 0.00
C 3.8925 6.0173 5.0883 -0.1 -0.1 -0.1 0.00
C -3.7031 0.1661 -0.5610 0.0 0.2 0.0 -0.02
H -1.2640 -2.8352 2.4518 0.0 -0.2 0.0 0.00
C 1.2433 -0.3831 4.9091 -0.1 -0.6 0.1 0.00
```
Positions in Å, forces in eV/Å.

Its spin multiplicity is 2. For the LUMO energy (alpha / beta), the calculation gives -1.64 / -1.64 eV. The frontier orbital gap (alpha / beta) comes out at 6.754 / 7.831 eV.

Total energy for every record listed, in sequence, given in eV: -172792.7769, -329960.5976, -89753.6295.